ORCA calculation (the ωB97M-V functional and the def2-TZVPD basis) on C2H4F2O in the gas phase at a distorted geometry.

## Properties
Frontier orbital gap   11.8 eV
E_HOMO   -10.8342 eV
Energy above the lowest of the compared OMol25 structures with the same formula, charge and spin   35.47 kcal/mol
F_max   5.83 eV/A
SMILES string   O[C@H](F)CF

Cartesian coordinates (Å):
1 H 1.30344 0.50367 1.21464
2 H -0.80568 -1.20850 0.69146
3 C 0.93591 0.00773 0.39446
4 F 1.37068 0.70628 -0.80878
5 C -0.73816 -0.23447 0.21698
6 O -1.05197 -0.32064 -1.13755
7 H -1.15157 0.51762 -1.52017
8 F -1.32436 0.84489 0.83673
9 H 1.46171 -0.81658 0.11223